Record 1
A single C5H8O molecule in a non-equilibrium geometry, computed with ωB97M-V/def2-TZVPD.

Cartesian coordinates (Å):
C (-1.54, -0.22, -0.43)
C (-0.75, 0.89, 0.26)
C (0.54, 0.17, 0.66)
C (1.70, 0.14, -0.26)
C (0.61, -1.13, -0.02)
O (-0.50, -1.21, -0.89)
H (-2.09, 0.08, -1.34)
H (-2.26, -0.70, 0.26)
H (-0.53, 1.71, -0.44)
H (-1.19, 1.30, 1.17)
H (0.83, 0.13, 1.70)
H (1.63, 0.46, -1.29)
H (2.65, 0.48, 0.20)
H (0.90, -2.09, 0.43)

Output
- Multiplicity: 1
- ΔE to the lowest compared entry with this formula, charge and spin: 55.22 kcal/mol
- Molecular weight: 84.1 g/mol
- E_HOMO: -8.773 eV
- Frontier orbital gap: 9.9 eV
- Strongest force on any atom: 1.5 eV/A
- Structure (SMILES): C1C[C@@H]2C[C@@H]2O1
- DFT total energy: -270.469896 Eh

Charges computed using Mulliken, reported in e: number 1, C, carries -0.3577; number 2, C, carries -0.6021; number 3, C, carries 0.0489; number 4, C, carries -0.8088; number 5, C, carries -0.2638; number 6, O, carries -0.4092; number 7, H, carries 0.2824; number 8, H, carries 0.2425; number 9, H, carries 0.2390; number 10, H, carries 0.3019; number 11, H, carries 0.3972; number 12, H, carries 0.2605; number 13, H, carries 0.3090; number 14, H, carries 0.3603



Record 2
A molecular structure, C5H8O, computed with ωB97M-V/def2-TZVPD.

Cartesian coordinates (Å):
C (-1.22, -0.99, -0.08)
C (-0.33, 0.20, -0.46)
C (-0.29, 1.27, 0.55)
C (1.09, 0.75, 0.42)
C (1.50, -0.58, -0.04)
O (2.27, -0.59, -0.99)
H (-1.12, -1.30, 0.96)
H (-2.26, -0.63, -0.19)
H (-1.11, -1.88, -0.72)
H (-0.29, 0.41, -1.52)
H (-0.85, 1.11, 1.46)
H (-0.37, 2.27, 0.14)
H (1.84, 1.45, 0.03)
H (1.20, -1.50, 0.49)

Output
- Multiplicity: 1
- ΔE to the lowest compared entry with this formula, charge and spin: 76.76 kcal/mol
- Molecular weight: 84.1 g/mol
- E_HOMO: -8.750 eV
- Frontier orbital gap: 9.6 eV
- Strongest force on any atom: 1.0 eV/A
- DFT total energy: -270.435568 Eh

Charges computed using Mulliken, reported in e: number 1, C, carries -1.4674; number 2, C, carries 0.3443; number 3, C, carries -0.4790; number 4, C, carries -0.4007; number 5, C, carries -0.0431; number 6, O, carries -0.6122; number 7, H, carries 0.4014; number 8, H, carries 0.3575; number 9, H, carries 0.3739; number 10, H, carries 0.3697; number 11, H, carries 0.2519; number 12, H, carries 0.2403; number 13, H, carries 0.2498; number 14, H, carries 0.4137



Record 3
A single C5H8O molecule in a non-equilibrium geometry, computed with ωB97M-V/def2-TZVPD.

Cartesian coordinates (Å):
O (1.60, -0.27, 1.13)
C (0.98, -0.18, -0.15)
C (-0.22, -1.17, -0.11)
C (-1.41, -0.25, 0.00)
C (-1.06, 1.04, 0.02)
C (0.38, 1.22, -0.38)
H (1.19, -1.05, 1.53)
H (1.71, -0.42, -0.94)
H (-0.08, -1.80, 0.82)
H (-0.26, -1.89, -0.93)
H (-2.43, -0.62, 0.06)
H (-1.72, 1.87, 0.27)
H (0.41, 1.47, -1.45)
H (0.91, 2.03, 0.14)

Output
- Multiplicity: 1
- ΔE to the lowest compared entry with this formula, charge and spin: 24.71 kcal/mol
- Molecular weight: 84.1 g/mol
- E_HOMO: -9.334 eV
- Frontier orbital gap: 10.4 eV
- Strongest force on any atom: 1.2 eV/A
- Structure (SMILES): OC1CC=CC1
- DFT total energy: -270.518508 Eh

Charges computed using Mulliken, reported in e: number 1, O, carries -0.5286; number 2, C, carries 0.2961; number 3, C, carries -0.8256; number 4, C, carries -0.3080; number 5, C, carries -0.4674; number 6, C, carries -0.6213; number 7, H, carries 0.2754; number 8, H, carries 0.2164; number 9, H, carries 0.2488; number 10, H, carries 0.3316; number 11, H, carries 0.3893; number 12, H, carries 0.3947; number 13, H, carries 0.2482; number 14, H, carries 0.3504



Computed LUMO energy, in the same sequence as the records: 0.0425 0.0324 0.0384 hartree.